(1)
C24H56N3O8S6 | the ωB97M-V functional and the def2-TZVPD basis

```
97
Properties=species:S:1:pos:R:3
C 1.952 -0.513 -1.947
C 0.487 -0.898 -2.357
C -0.594 0.153 -1.906
C -0.549 1.515 -2.722
C 0.534 2.459 -2.014
C 1.591 3.059 -3.009
C 2.862 3.691 -2.321
C 3.426 2.839 -1.177
C 4.544 1.891 -1.375
C 4.887 1.186 -0.147
N 4.360 1.246 1.067
N 3.382 2.106 1.220
C 2.765 2.200 2.578
O 2.263 3.497 2.855
N 0.857 3.419 2.704
O 0.468 4.408 2.225
C 2.960 2.851 0.187
H 2.644 -1.395 -2.050
H 2.059 -0.158 -0.892
H 2.371 0.274 -2.625
H 0.234 -1.852 -1.817
H 0.441 -1.083 -3.455
H -0.414 0.317 -0.807
H -1.610 -0.323 -1.966
H -0.349 1.380 -3.807
H -1.535 2.009 -2.515
H -0.002 3.321 -1.529
H 0.967 1.853 -1.184
H 1.927 2.322 -3.806
H 1.100 3.894 -3.577
H 3.613 3.850 -3.137
H 2.651 4.713 -1.904
H 5.030 1.746 -2.357
H 5.737 0.470 -0.243
H 1.876 1.506 2.549
H 3.450 1.798 3.353
H 2.127 3.557 0.410
C -2.451 0.085 5.770
S -1.863 0.971 4.320
O -0.637 0.265 3.823
C -1.319 2.437 5.215
H -2.811 -0.894 5.455
H -1.637 -0.041 6.484
H -3.270 0.640 6.228
H -0.577 2.161 5.964
H -2.173 2.911 5.692
H -0.874 3.130 4.503
C -0.016 5.087 8.813
S -1.777 4.707 8.801
O -2.008 3.696 7.728
C -2.308 6.304 8.158
H 0.523 4.203 9.149
H 0.313 5.354 7.807
H 0.173 5.911 9.502
H -1.833 6.493 7.195
H -2.044 7.088 8.869
H -3.390 6.281 8.032
C 2.803 -0.770 -5.446
S 4.154 0.404 -5.315
O 3.548 1.756 -5.091
C 4.649 0.315 -7.043
H 2.316 -0.841 -4.478
H 2.082 -0.426 -6.188
H 3.194 -1.748 -5.728
H 3.810 0.590 -7.683
H 4.983 -0.698 -7.272
H 5.471 1.011 -7.202
C -2.390 -0.221 -6.952
S -1.784 -0.690 -5.322
O -0.293 -0.732 -5.397
C -2.374 -2.388 -5.382
H -2.095 0.810 -7.145
H -1.954 -0.872 -7.711
H -3.477 -0.296 -6.970
H -1.940 -2.902 -6.241
H -3.462 -2.392 -5.453
H -2.071 -2.894 -4.466
C -3.950 -7.850 -4.308
S -2.580 -6.686 -4.198
O -3.162 -5.329 -3.985
C -2.100 -6.801 -5.931
H -4.430 -7.908 -3.332
H -4.672 -7.504 -5.049
H -3.569 -8.834 -4.584
H -2.941 -6.522 -6.568
H -1.781 -7.820 -6.153
H -1.270 -6.116 -6.104
C -1.481 -4.290 6.231
S -3.213 -4.397 6.717
O -3.685 -3.010 6.996
C -2.910 -5.192 8.305
H -1.425 -3.783 5.268
H -0.921 -3.721 6.974
H -1.068 -5.295 6.135
H -2.258 -4.566 8.916
H -2.449 -6.167 8.141
H -3.865 -5.324 8.811
```

Calculated values
- Gap between HOMO and LUMO: 0.22711 Eh
- HOMO energy: -0.3735 Eh
- Total energy: -4102.7947 a.u.
- Charge: +1
- Multiplicity: 1

Which charges does Löwdin predict for the atoms? In e, they are: C -0.13; C -0.24; C -0.21; C -0.17; C -0.20; C -0.18; C -0.13; C -0.11; C 0.10; C -0.07; N 0.13; N -0.06; C -0.10; O -0.07; N -0.01; O 0.11; C 0.05; H 0.09; H 0.06; H 0.05; H 0.11; H 0.06; H 0.11; H 0.10; H 0.09; H 0.11; H 0.12; H 0.06; H 0.08; H 0.13; H 0.12; H 0.13; H 0.13; H 0.13; H 0.15; H 0.16; H 0.14; C -0.26; S 0.81; O -0.60; C -0.29; H 0.03; H 0.06; H 0.06; H 0.06; H 0.03; H 0.01; C -0.27; S 0.83; O -0.57; C -0.27; H 0.05; H 0.06; H 0.05; H 0.06; H 0.06; H 0.05; C -0.26; S 0.81; O -0.57; C -0.26; H 0.01; H 0.05; H 0.07; H 0.06; H 0.06; H 0.05; C -0.26; S 0.83; O -0.57; C -0.26; H 0.05; H 0.06; H 0.06; H 0.06; H 0.06; H 0.04; C -0.27; S 0.81; O -0.56; C -0.27; H 0.05; H 0.06; H 0.05; H 0.06; H 0.05; H 0.05; C -0.27; S 0.81; O -0.56; C -0.27; H 0.05; H 0.06; H 0.05; H 0.06; H 0.05; H 0.05

***

(2)
C24H57Cl8N3O9 | the ωB97M-V functional and the def2-TZVPD basis

```
101
Properties=species:S:1:pos:R:3
C 5.256 2.551 -5.478
O 4.165 3.023 -4.737
C 4.503 3.316 -3.392
C 3.227 3.396 -2.567
C 2.399 4.598 -3.031
N 3.492 3.519 -1.145
H 5.590 1.579 -5.095
H 6.102 3.252 -5.438
H 4.923 2.470 -6.508
H 5.135 2.494 -3.003
H 5.086 4.247 -3.291
H 2.648 2.486 -2.761
H 1.552 4.770 -2.359
H 2.034 4.486 -4.046
H 3.019 5.500 -2.942
H 4.236 2.871 -0.859
H 3.811 4.456 -0.920
C 4.519 -2.254 -1.958
O 4.354 -1.430 -0.833
C 4.864 -0.145 -1.038
C 5.219 0.483 0.285
C 4.021 0.641 1.219
N 5.880 1.787 0.024
H 5.587 -2.460 -2.086
H 4.076 -1.809 -2.855
H 3.998 -3.181 -1.747
H 5.760 -0.136 -1.683
H 4.111 0.500 -1.539
H 5.915 -0.219 0.780
H 3.241 1.138 0.645
H 4.309 1.209 2.104
H 3.702 -0.342 1.554
H 6.816 1.615 -0.338
H 6.045 2.232 0.925
C -2.057 -0.837 2.674
O -2.202 -2.224 2.880
C -3.440 -2.599 3.441
C -3.699 -2.058 4.810
C -2.847 -2.741 5.834
N -5.115 -2.308 5.106
H -1.817 -0.316 3.606
H -2.961 -0.374 2.253
H -1.213 -0.661 2.010
H -4.277 -2.336 2.769
H -3.445 -3.691 3.492
H -3.527 -0.974 4.848
H -3.029 -3.815 5.826
H -2.993 -2.345 6.840
H -1.794 -2.579 5.577
H -5.365 -1.992 6.030
H -5.761 -1.948 4.423
C -2.195 2.763 -2.849
C -3.638 3.190 -2.995
O -4.447 2.361 -2.158
C -4.775 2.877 -1.003
O -4.505 3.971 -0.613
O -5.454 1.958 -0.336
C -5.930 2.397 0.941
H -2.066 1.694 -3.029
H -1.788 3.079 -1.886
H -1.527 3.234 -3.582
H -3.996 3.021 -4.008
H -3.749 4.244 -2.750
H -6.545 1.582 1.311
H -6.497 3.316 0.844
H -5.091 2.551 1.619
C -3.315 -6.228 -0.277
C -2.925 -5.341 0.885
O -3.575 -4.031 0.810
C -2.923 -3.118 0.151
O -1.781 -3.206 -0.222
O -3.710 -2.071 0.005
C -3.164 -0.950 -0.696
H -4.376 -6.481 -0.233
H -2.797 -7.188 -0.159
H -3.082 -5.766 -1.229
H -1.846 -5.177 0.899
H -3.229 -5.742 1.847
H -2.420 -0.432 -0.101
H -4.006 -0.347 -1.014
H -2.646 -1.246 -1.617
Cl -0.668 1.945 4.570
C 1.031 1.508 4.576
Cl 1.991 2.517 3.475
H 1.432 1.652 5.570
H 1.135 0.471 4.285
Cl 1.444 -1.657 2.475
C 0.639 -2.710 1.277
Cl 1.854 -3.527 0.300
H 0.009 -3.414 1.796
H 0.079 -2.035 0.650
Cl 0.417 -1.369 -4.565
C 0.796 -2.192 -3.059
Cl 1.590 -3.759 -3.324
H 1.520 -1.594 -2.518
H -0.086 -2.365 -2.463
Cl -1.321 2.028 0.823
C 0.251 1.857 0.020
Cl 0.527 0.236 -0.636
H 0.261 2.533 -0.818
H 1.038 2.119 0.709
```

Calculated values
- Gap between HOMO and LUMO: 0.35562 Eh
- HOMO energy: -0.3356 Eh
- Energy relative to the best compared isomer or geometry (same formula, charge and spin): 0.00 kcal/mol
- Total energy: -5471.5847 a.u.
- Multiplicity: 1
- SMILES string: COC[C@H](C)N.COC[C@H](C)N.COC[C@H](C)N.CCOC(=O)OC.CCOC(=O)OC.ClCCl.ClCCl.ClCCl.ClCCl

These are the Löwdin partial charges, in e, on atoms 1 to 99: C -0.12; O -0.19; C -0.22; C -0.46; C -0.06; N 0.05; H 0.09; H 0.09; H 0.09; H 0.11; H 0.13; H 0.13; H 0.07; H 0.07; H 0.08; H 0.02; H 0.07; C -0.13; O -0.20; C -0.24; C -0.43; C -0.08; N 0.03; H 0.09; H 0.08; H 0.04; H 0.13; H 0.13; H 0.14; H 0.05; H 0.06; H 0.04; H 0.08; H 0.08; C -0.14; O -0.18; C -0.22; C -0.46; C -0.06; N 0.04; H 0.04; H 0.09; H 0.03; H 0.13; H 0.13; H 0.13; H 0.09; H 0.08; H 0.08; H 0.07; H 0.06; C -0.06; C -0.20; O 0.05; C -0.66; O 0.13; O 0.00; C -0.03; H 0.08; H 0.05; H 0.08; H 0.13; H 0.12; H 0.09; H 0.10; H 0.10; C -0.05; C -0.18; O 0.03; C -0.65; O 0.09; O 0.02; C -0.03; H 0.08; H 0.09; H 0.08; H 0.12; H 0.12; H 0.03; H 0.09; H 0.10; Cl 0.54; C -1.00; Cl 0.54; H 0.02; H -0.02; Cl 0.56; C -1.01; Cl 0.58; H 0.02; H -0.06; Cl 0.52; C -1.06; Cl 0.51; H -0.03; H 0.00; Cl 0.58; C -0.95; Cl 0.61

***

(3)
C24H57N2O5 | the ωB97M-V functional and the def2-TZVPD basis

```
88
Properties=species:S:1:pos:R:3
C 0.092 5.493 -2.199
C -0.102 3.989 -2.461
C -1.624 3.687 -2.398
C -2.402 3.356 -3.672
N -2.734 1.928 -3.691
C 0.616 3.240 -1.334
C 0.782 1.726 -1.554
C -0.222 0.958 -0.650
C 2.177 1.310 -1.095
N 0.505 1.311 -2.962
O 0.747 0.069 -3.173
C 1.000 2.205 -4.037
C 0.281 1.784 -5.335
C 2.510 2.027 -4.287
C 0.635 3.682 -3.767
H -0.418 5.770 -1.283
H 1.152 5.721 -2.145
H -0.322 6.041 -3.043
H -2.093 4.564 -1.963
H -1.840 2.887 -1.702
H -1.928 3.710 -4.589
H -3.355 3.878 -3.611
H -1.945 1.360 -3.407
H -3.099 1.631 -4.586
H 0.034 3.418 -0.435
H 1.594 3.683 -1.150
H -0.535 0.024 -1.103
H -1.074 1.563 -0.367
H 0.287 0.699 0.272
H 2.958 1.837 -1.635
H 2.302 0.235 -1.131
H 2.250 1.612 -0.055
H 0.194 0.705 -5.421
H 0.833 2.122 -6.204
H -0.713 2.210 -5.415
H 2.723 1.936 -5.342
H 3.094 2.870 -3.927
H 2.901 1.133 -3.813
H 1.582 4.211 -3.686
H 0.154 4.116 -4.635
C -0.632 -2.528 3.063
C 0.544 -2.364 2.115
C 1.689 -3.276 2.519
O 0.978 -1.002 2.107
H -0.332 -2.268 4.082
H -1.454 -1.867 2.783
H -0.997 -3.556 3.068
H 0.233 -2.583 1.092
H 2.029 -3.023 3.526
H 2.540 -3.150 1.848
H 1.387 -4.325 2.505
H 1.261 -0.783 3.003
C -2.287 -2.939 8.481
C -2.124 -3.030 6.971
C -2.885 -4.214 6.396
O -0.740 -3.122 6.628
H -1.890 -3.837 8.962
H -1.734 -2.085 8.875
H -3.336 -2.834 8.760
H -2.482 -2.109 6.510
H -2.507 -5.151 6.814
H -2.757 -4.262 5.314
H -3.951 -4.145 6.618
H -0.390 -3.930 7.020
C -2.098 -2.339 -7.562
C -2.400 -1.198 -6.602
C -3.258 -1.656 -5.436
O -3.046 -0.128 -7.295
H -3.025 -2.734 -7.988
H -1.482 -1.988 -8.390
H -1.575 -3.153 -7.059
H -1.465 -0.787 -6.220
H -4.224 -2.031 -5.787
H -3.461 -0.819 -4.766
H -2.769 -2.448 -4.865
H -3.880 -0.465 -7.643
C 4.444 -1.386 7.226
C 4.038 -1.384 5.760
C 3.373 -0.074 5.368
O 3.165 -2.481 5.488
H 3.564 -1.271 7.865
H 4.918 -2.331 7.489
H 5.138 -0.574 7.446
H 4.919 -1.545 5.138
H 2.460 0.081 5.950
H 3.094 -0.088 4.313
H 4.036 0.775 5.537
H 2.372 -2.371 6.028
```

Calculated values
- Gap between HOMO and LUMO (alpha / beta): 0.32485 / 0.33803 Eh
- HOMO energy (alpha / beta): -0.3006 / -0.3217 Eh
- Total energy: -1434.2562 a.u.
- Multiplicity: 2

Which charges does Löwdin predict for the atoms? In e, they are: C -0.05; C -0.46; C -0.11; C -0.26; N 0.01; C -0.09; C -0.44; C -0.01; C -0.03; N -0.13; O -0.02; C -0.43; C -0.03; C -0.02; C -0.08; H 0.08; H 0.08; H 0.09; H 0.11; H 0.09; H 0.09; H 0.10; H 0.05; H 0.06; H 0.13; H 0.12; H 0.08; H 0.07; H 0.06; H 0.07; H 0.09; H 0.09; H 0.07; H 0.08; H 0.06; H 0.08; H 0.08; H 0.08; H 0.11; H 0.11; C -0.06; C -0.49; C -0.05; O -0.06; H 0.07; H 0.08; H 0.08; H 0.14; H 0.05; H 0.08; H 0.08; H 0.07; C -0.06; C -0.50; C -0.06; O -0.07; H 0.08; H 0.08; H 0.08; H 0.14; H 0.08; H 0.07; H 0.08; H 0.09; C -0.06; C -0.50; C -0.06; O -0.06; H 0.08; H 0.08; H 0.08; H 0.12; H 0.08; H 0.06; H 0.08; H 0.08; C -0.06; C -0.49; C -0.06; O -0.07; H 0.08; H 0.08; H 0.08; H 0.14; H 0.08; H 0.07; H 0.08; H 0.08

***

(4)
C24H58BBrNO10P2 | the ωB97M-V functional and the def2-TZVPD basis

```
97
Properties=species:S:1:pos:R:3
C -2.960 0.822 -5.106
C -3.227 1.053 -3.495
C -3.369 2.645 -3.064
C -3.641 2.783 -1.453
C -2.830 4.044 -0.737
C -2.191 3.627 0.714
C -0.596 3.957 0.894
B 0.388 3.294 -0.246
Br 2.042 4.460 -0.318
O 0.836 1.917 0.037
C -0.178 0.915 -0.334
C 0.562 -0.364 -1.116
N 0.036 -0.536 -2.526
C 1.104 -0.347 -3.580
C 0.826 0.938 -4.594
C 0.436 2.321 -3.792
O 2.069 1.259 -5.371
H -3.941 0.366 -5.592
H -2.129 -0.016 -5.225
H -2.694 1.816 -5.686
H -2.344 0.614 -2.855
H -4.195 0.444 -3.186
H -2.432 3.294 -3.332
H -4.316 3.062 -3.646
H -4.807 2.987 -1.325
H -3.384 1.789 -0.851
H -2.071 4.481 -1.512
H -3.656 4.887 -0.576
H -2.469 2.502 1.002
H -2.760 4.289 1.528
H -0.251 3.684 2.004
H -0.495 5.145 0.839
H -0.167 3.422 -1.292
H -1.086 1.338 -0.944
H -0.599 0.469 0.673
H 1.729 -0.237 -1.042
H 0.313 -1.382 -0.547
H -0.357 -1.517 -2.609
H 1.075 -1.327 -4.260
H 2.198 -0.260 -3.173
H -0.065 0.734 -5.356
H 0.279 3.258 -4.482
H -0.539 2.196 -3.137
H 1.307 2.591 -3.037
H 1.996 2.266 -5.494
O -1.215 -4.334 -2.771
P -1.675 -5.350 -1.696
O -0.498 -6.446 -2.080
C 0.830 -6.163 -1.679
C 0.989 -6.265 -0.175
O -2.901 -5.936 -2.659
C -3.674 -5.012 -3.419
C -3.245 -5.066 -4.876
O -2.189 -6.485 -0.496
C -2.778 -7.753 -0.768
C -1.805 -8.803 -1.277
H 1.129 -5.173 -2.037
H 1.479 -6.898 -2.165
H 0.385 -5.506 0.334
H 2.035 -6.124 0.113
H 0.654 -7.238 0.190
H -3.590 -3.999 -3.013
H -4.724 -5.304 -3.334
H -2.157 -5.017 -4.991
H -3.693 -4.246 -5.444
H -3.563 -6.012 -5.328
H -3.648 -7.666 -1.423
H -3.169 -8.105 0.192
H -1.527 -8.616 -2.317
H -2.264 -9.796 -1.241
H -0.891 -8.821 -0.678
O 2.511 2.336 7.631
P 2.508 3.293 6.413
O 3.150 2.162 5.392
C 2.310 1.110 4.952
C 1.245 1.614 3.998
O 3.917 4.039 6.894
C 4.095 4.335 8.276
C 5.061 3.335 8.890
O 2.504 4.362 5.053
C 3.669 4.885 4.421
C 4.429 3.881 3.571
H 1.857 0.605 5.811
H 2.944 0.381 4.439
H 0.565 2.309 4.502
H 0.655 0.781 3.603
H 1.692 2.153 3.160
H 3.138 4.346 8.805
H 4.513 5.343 8.351
H 4.808 2.301 8.632
H 5.076 3.428 9.980
H 6.075 3.510 8.515
H 4.330 5.384 5.133
H 3.308 5.675 3.754
H 4.983 3.173 4.193
H 5.161 4.394 2.939
H 3.753 3.312 2.927
```

Calculated values
- Gap between HOMO and LUMO: 0.13887 Eh
- HOMO energy: -0.1726 Eh
- Total energy: -5037.7544 a.u.
- Charge: -1
- Multiplicity: 1

Which charges does Löwdin predict for the atoms? In e, they are: C -0.15; C -0.26; C -0.23; C -0.22; C -0.21; C -0.24; C -0.24; B -1.19; Br 0.50; O -0.21; C -0.18; C -0.17; N -0.11; C -0.17; C -0.33; C -0.07; O -0.15; H 0.07; H 0.06; H 0.08; H 0.07; H 0.11; H 0.09; H 0.11; H 0.10; H 0.10; H 0.10; H 0.10; H 0.10; H 0.10; H 0.10; H 0.09; H 0.02; H 0.10; H 0.11; H 0.12; H 0.11; H 0.09; H 0.12; H 0.12; H 0.12; H 0.09; H 0.05; H 0.10; H 0.09; O -0.21; P 0.79; O -0.26; C -0.30; C -0.08; O -0.26; C -0.30; C -0.08; O -0.27; C -0.29; C -0.08; H 0.11; H 0.12; H 0.07; H 0.08; H 0.07; H 0.10; H 0.11; H 0.07; H 0.08; H 0.07; H 0.11; H 0.12; H 0.07; H 0.08; H 0.07; O -0.23; P 0.78; O -0.26; C -0.30; C -0.08; O -0.27; C -0.31; C -0.08; O -0.26; C -0.28; C -0.07; H 0.10; H 0.12; H 0.07; H 0.08; H 0.07; H 0.10; H 0.11; H 0.07; H 0.07; H 0.07; H 0.11; H 0.12; H 0.07; H 0.08; H 0.07